(1)
Computed, not measured: a structure of composition C17H26F3GaN2O6SSb2 at a distorted geometry, with the ωB97M-V functional and the def2-TZVPD basis.

```
58
C17H26F3GaN2O6SSb2 the ωB97M-V functional and the def2-TZVPD basis
Ga 1.01 0.08 2.32
N 2.81 -0.73 1.34
C 2.77 -2.20 1.46
C 2.07 -2.59 2.77
O 2.17 -3.71 3.22
N 1.36 -1.56 3.28
C 0.60 -1.75 4.49
C -0.28 -0.52 4.72
O -1.03 -0.45 5.67
O -0.18 0.41 3.79
H 3.52 -0.38 1.97
H 3.07 -0.44 0.40
H 2.18 -2.61 0.64
H 3.76 -2.65 1.44
H -0.04 -2.63 4.43
H 1.26 -1.87 5.36
C 2.75 -0.87 -2.61
Sb 0.72 -1.24 -1.94
C 0.37 -2.69 -3.52
C -0.10 0.40 -3.13
C -1.58 0.41 -3.00
C -2.33 -0.28 -3.95
C -3.71 -0.39 -3.85
C -4.37 0.22 -2.80
C -3.65 0.93 -1.87
C -2.26 1.05 -1.94
C -1.58 1.86 -0.89
Sb -1.15 0.78 0.96
C -2.41 1.91 2.25
C -2.34 -0.99 0.83
H 2.73 -0.67 -3.68
H 3.38 -1.74 -2.43
H 3.15 -0.01 -2.08
H 0.77 -2.31 -4.46
H -0.70 -2.88 -3.63
H 0.87 -3.63 -3.27
H 0.21 0.20 -4.16
H 0.39 1.31 -2.78
H -1.82 -0.76 -4.78
H -4.26 -0.95 -4.60
H -5.45 0.14 -2.71
H -4.16 1.43 -1.05
H -2.24 2.65 -0.53
H -0.64 2.31 -1.20
H -3.42 1.93 1.84
H -2.01 2.92 2.32
H -2.40 1.44 3.23
H -3.36 -0.76 0.52
H -2.36 -1.42 1.83
H -1.91 -1.71 0.13
F 3.09 4.50 0.12
C 3.17 3.69 1.17
F 3.27 4.41 2.28
F 4.26 2.92 1.04
S 1.70 2.56 1.23
O 1.88 1.73 0.07
O 0.52 3.36 1.24
O 1.98 1.82 2.49
```

Properties
HOMO-LUMO gap, eV: 8.86
Molar mass, g/mol: 756.71
Multiplicity: 1

(2)
Computed, not measured: a structure of composition C17H26N2O at a distorted geometry, with the ωB97M-V functional and the def2-TZVPD basis.

```
46
C17H26N2O the ωB97M-V functional and the def2-TZVPD basis
C -5.32 -0.77 -1.78
H -5.93 0.03 -1.75
C -5.21 -1.57 -0.66
H -6.31 -2.08 -0.47
C -4.88 -1.06 0.46
N -3.64 -0.40 0.48
C -2.61 -1.42 0.75
C -1.21 -0.67 0.04
C -0.93 0.57 0.92
N 0.43 1.10 0.64
C 0.62 1.86 -0.55
O -0.23 1.90 -1.57
C 2.17 1.88 -0.82
C 3.05 0.97 -0.40
C 3.77 0.77 0.60
C 4.48 -0.37 1.11
C 4.62 -1.56 0.14
C 3.79 -1.35 -1.00
C 3.16 -0.07 -1.40
H 2.44 -0.07 -2.12
H 3.79 -2.12 -1.88
C 5.30 -2.51 0.50
H 4.85 -3.40 0.20
H 5.70 -2.58 1.55
H 6.29 -2.43 -0.55
H 5.21 -0.36 1.88
H 3.79 1.42 1.44
H 2.39 3.04 -0.04
H 2.21 2.40 -1.61
H 1.21 0.95 1.34
C -2.03 1.63 0.83
C -3.37 0.81 1.15
H -4.14 1.58 1.18
H -3.32 0.42 2.33
H -1.91 2.33 1.51
H -2.06 2.05 -0.12
H -0.76 0.24 1.89
H -0.39 -1.41 0.52
H -1.27 -0.33 -0.87
H -2.86 -2.02 0.05
H -2.37 -1.72 1.79
H -5.09 -1.47 1.74
H -5.70 -0.11 0.80
H -4.76 -2.66 -0.77
H -5.74 -1.28 -2.82
H -4.23 -0.41 -2.02
```

Properties
HOMO-LUMO gap, eV: 8.41
Molar mass, g/mol: 274.41
Multiplicity: 1

(3)
Computed, not measured: an isolated molecule of C17H26N2O3S, with the ωB97M-V functional and the def2-TZVPD basis.

```
49
C17H26N2O3S the ωB97M-V functional and the def2-TZVPD basis
C 2.87 2.00 2.08
C 2.06 1.41 3.22
H 1.19 2.04 3.43
H 2.66 1.30 4.12
O 1.61 0.09 2.92
C 0.53 -0.02 2.14
O -0.08 0.96 1.72
C 0.13 -1.39 1.85
C -0.96 -1.63 1.03
N -1.74 -0.67 0.45
C -2.76 -0.98 -0.40
O -3.03 -2.14 -0.65
C -3.43 0.22 -1.05
N -2.81 0.56 -2.33
H -2.94 -0.22 -2.97
C -1.40 0.92 -2.31
C -0.91 1.01 -3.75
C 0.55 1.43 -3.82
C 0.75 2.78 -3.13
C 0.27 2.70 -1.68
C -1.19 2.27 -1.62
H -1.50 2.23 -0.57
H -1.82 3.01 -2.12
H 0.39 3.66 -1.19
H 0.87 1.97 -1.14
H 1.81 3.06 -3.15
H 0.18 3.54 -3.65
H 0.87 1.50 -4.86
H 1.17 0.68 -3.33
H -1.53 1.73 -4.28
H -1.04 0.04 -4.24
H -0.78 0.17 -1.78
H -4.47 -0.02 -1.25
H -3.38 1.09 -0.39
H -1.46 0.29 0.69
S -1.26 -3.30 0.78
C 0.10 -3.71 1.80
C 0.74 -2.61 2.29
C 1.92 -2.68 3.19
H 2.18 -3.71 3.41
H 1.72 -2.16 4.13
H 2.78 -2.18 2.73
C 0.42 -5.14 2.03
H 1.43 -5.38 1.69
H -0.29 -5.77 1.48
H 0.35 -5.39 3.09
H 2.25 2.13 1.20
H 3.26 2.97 2.37
H 3.71 1.34 1.83
```

Properties
HOMO-LUMO gap, eV: 8.65
Molar mass, g/mol: 338.47
Multiplicity: 1

(4)
Computed, not measured: an isolated molecule of C17H26N6O3S, with the ωB97M-V functional and the def2-TZVPD basis.

```
53
C17H26N6O3S the ωB97M-V functional and the def2-TZVPD basis
C -7.68 -0.87 -0.72
C -6.38 -1.10 -0.77
C -5.41 -0.22 -1.50
N -4.45 0.38 -0.57
C -4.79 1.61 -0.06
O -5.79 2.22 -0.37
N -3.88 2.12 0.83
C -2.69 1.55 1.28
O -2.04 2.19 2.08
C -2.39 0.24 0.72
C -1.23 -0.47 1.08
N -1.01 -1.66 0.56
C 0.13 -2.52 0.75
C 1.23 -2.25 -0.30
N 1.99 -1.07 0.04
C 2.38 -0.26 -1.10
H 1.48 -0.03 -1.69
C 3.01 1.05 -0.63
N 4.17 0.78 0.20
C 5.41 0.66 -0.35
N 5.80 1.59 -1.26
H 6.73 1.41 -1.62
C 5.39 2.97 -1.28
H 6.26 3.62 -1.19
H 4.88 3.21 -2.22
H 4.72 3.17 -0.45
S 6.48 -0.55 0.05
C 3.82 -0.08 1.32
C 3.17 -1.37 0.84
H 2.87 -1.97 1.71
H 3.91 -1.95 0.27
H 4.72 -0.30 1.88
H 3.12 0.48 1.94
H 3.28 1.64 -1.49
H 2.28 1.60 -0.02
H 3.10 -0.79 -1.75
H 0.74 -2.11 -1.26
H 1.87 -3.14 -0.38
H -0.21 -3.55 0.65
H 0.55 -2.39 1.76
H -1.71 -1.96 -0.13
C -0.22 0.05 2.04
H -0.42 1.09 2.29
H 0.77 -0.05 1.60
H -0.26 -0.54 2.96
C -3.32 -0.33 -0.24
O -3.15 -1.42 -0.80
H -4.09 3.03 1.22
H -4.83 -0.82 -2.21
H -5.92 0.59 -2.01
H -5.93 -1.94 -0.25
H -8.35 -1.51 -0.18
H -8.12 -0.03 -1.23
```

Properties
HOMO-LUMO gap, eV: 8.64
Molar mass, g/mol: 394.50
Multiplicity: 1

(5)
Computed, not measured: an isolated molecule of C17H26O2 at a distorted geometry, with the ωB97M-V functional and the def2-TZVPD basis.

```
45
C17H26O2 the ωB97M-V functional and the def2-TZVPD basis
O 1.59 -1.48 -3.28
O -1.48 -4.17 -0.26
C 1.42 -0.70 1.41
C 1.03 0.63 1.66
C 0.22 -3.01 -1.84
C 1.54 -1.29 -0.93
C 0.02 -2.57 0.51
C 1.09 -1.98 -2.04
C -0.41 -3.33 -0.56
C 0.99 -1.55 0.36
C 0.71 -0.75 -4.12
C -1.93 -5.05 -1.28
C 2.36 -1.44 2.48
C 1.51 1.39 2.88
C -0.97 4.93 0.62
C 0.12 1.38 0.76
C -1.43 3.84 -0.39
C -1.12 2.00 1.33
C -2.05 2.63 0.33
H -0.17 -3.48 -2.76
H 2.22 -0.50 -1.02
H -0.54 -2.83 1.47
H -0.17 -1.37 -4.47
H 1.28 -0.39 -5.07
H 0.38 0.17 -3.67
H -2.91 -4.78 -1.63
H -1.88 -6.06 -0.88
H -1.29 -5.02 -2.19
H 2.78 -2.39 2.12
H 1.69 -1.68 3.25
H 3.23 -0.79 2.71
H 2.16 0.78 3.50
H 2.02 2.30 2.65
H 0.60 1.60 3.46
H -0.70 5.74 -0.03
H -1.91 5.30 1.10
H -0.13 4.58 1.31
H -0.11 0.87 -0.24
H 0.80 2.17 0.38
H -2.19 4.24 -1.08
H -0.56 3.41 -0.97
H -0.85 2.48 2.31
H -1.68 1.26 1.67
H -2.23 1.87 -0.42
H -3.03 3.02 0.84
```

Properties
HOMO-LUMO gap, eV: 9.02
Molar mass, g/mol: 262.39
Multiplicity: 1

(6)
Computed, not measured: an isolated molecule of C17H26O6 at a distorted geometry, with the ωB97M-V functional and the def2-TZVPD basis.

```
49
C17H26O6 the ωB97M-V functional and the def2-TZVPD basis
C 0.13 -2.69 2.41
O 1.23 -3.51 1.90
C 2.27 -2.60 1.43
C 1.97 -2.14 -0.09
C 3.27 -1.45 -0.79
C 3.59 -0.02 -0.05
C 3.58 1.18 -1.13
C 3.18 2.54 -0.32
C 1.72 3.09 -0.74
C 0.50 2.45 0.09
C -0.54 1.75 -0.92
C -1.34 0.57 -0.17
C -2.83 0.94 0.26
C -4.03 0.38 -0.25
C -4.30 -0.74 -1.35
C -3.64 -2.16 -1.03
O -2.47 -2.50 -1.28
O -4.50 -3.19 -0.45
C -5.16 1.18 0.53
O -6.38 0.86 0.44
O -4.64 2.25 1.33
C -3.21 2.07 1.35
O -2.44 2.72 2.09
H -0.16 -1.84 1.68
H 0.47 -2.17 3.38
H -0.80 -3.31 2.61
H 3.28 -3.14 1.53
H 2.34 -1.69 2.14
H 1.54 -2.97 -0.74
H 1.16 -1.32 -0.03
H 3.03 -1.26 -1.90
H 4.19 -2.15 -0.78
H 4.64 -0.15 0.41
H 2.83 0.12 0.79
H 4.67 1.34 -1.49
H 2.88 0.97 -2.01
H 3.26 2.36 0.82
H 3.93 3.38 -0.56
H 1.55 2.91 -1.86
H 1.72 4.23 -0.54
H -0.05 3.23 0.71
H 0.96 1.68 0.82
H 0.10 1.24 -1.73
H -1.22 2.50 -1.47
H -1.25 -0.37 -0.81
H -0.76 0.37 0.81
H -4.04 -0.34 -2.40
H -5.44 -0.90 -1.37
H -4.82 -3.67 -1.25
```

Properties
HOMO-LUMO gap, eV: 8.48
Molar mass, g/mol: 326.39
Multiplicity: 1

(7)
Computed, not measured: a structure of composition C17H27BNO4P2Ti at a distorted geometry, with the ωB97M-V functional and the def2-TZVPD basis.

```
53
C17H27BNO4P2Ti the ωB97M-V functional and the def2-TZVPD basis
Ti -0.42 -0.16 -0.29
P 0.44 -1.03 1.80
C 0.21 -2.82 1.36
C 0.12 -3.10 -0.13
N 0.00 -2.07 -0.99
C 0.20 -2.24 -2.32
C 0.23 -3.52 -2.85
C 0.19 -4.61 -1.99
C 0.16 -4.40 -0.62
C 0.37 -1.02 -3.19
P 0.65 0.58 -2.28
H 0.17 -5.22 0.10
H 0.30 -3.62 -3.93
H 0.20 -5.62 -2.40
H 1.25 -1.16 -3.85
H -0.51 -0.89 -3.85
H 0.99 -3.31 1.77
H -0.72 -3.15 1.86
H 5.41 -0.87 0.13
O 4.90 -0.34 0.68
H 5.42 -0.24 1.50
H 0.13 3.97 2.49
O 1.34 2.57 2.17
H 1.98 3.12 2.66
C 2.43 0.85 -2.46
H 2.86 0.09 -3.14
H 2.58 1.85 -2.88
H 2.92 0.78 -1.48
C -0.08 1.83 -3.37
H 0.71 2.50 -3.72
H -0.58 1.35 -4.23
H -0.82 2.40 -2.80
C -0.44 -0.80 3.36
H 0.20 -1.03 4.21
H -0.75 0.25 3.42
H -1.33 -1.43 3.38
C 2.19 -0.88 2.21
H 2.43 0.19 2.21
H 2.40 -1.31 3.20
H 2.82 -1.35 1.45
O -0.70 2.23 1.14
B 0.14 3.01 1.89
O -2.14 0.49 -0.24
C -2.79 1.54 0.25
C -4.18 1.68 0.14
C -4.80 2.73 0.81
C -4.07 3.65 1.56
C -2.68 3.54 1.66
C -2.06 2.50 0.99
H -4.74 0.95 -0.44
H -5.88 2.84 0.73
H -4.57 4.46 2.09
H -2.08 4.24 2.25
```

Properties
<S²>: 2.02
HOMO-LUMO gap (spin up / spin down), eV: 5.87 / 7.95
Molar mass, g/mol: 430.03
Total charge: +1
Multiplicity: 3

(8)
Computed, not measured: a structure of composition C17H27Br6Cl2CuO7 at a distorted geometry, with the ωB97M-V functional and the def2-TZVPD basis.

```
60
C17H27Br6Cl2CuO7 the ωB97M-V functional and the def2-TZVPD basis
Cu 2.49 0.32 1.65
C -1.14 -0.89 -0.87
C -0.10 0.12 -0.44
O 0.67 -0.32 0.57
H -1.75 -1.12 0.01
H -0.69 -1.85 -1.14
H -1.80 -0.60 -1.68
H -0.60 1.08 -0.18
H 0.59 0.45 -1.25
O 1.13 -0.04 3.33
C 0.75 -0.73 4.25
O -0.55 -0.85 4.48
C -0.79 -1.70 5.65
C 0.51 -1.59 6.46
C 1.55 -1.37 5.35
H -0.93 -2.71 5.26
H -1.64 -1.26 6.16
H 0.68 -2.48 7.06
H 0.46 -0.70 7.08
H 1.98 -2.33 5.04
H 2.36 -0.70 5.62
O -0.39 -1.13 -5.56
C 0.57 -1.25 -4.87
O 1.49 -0.25 -4.75
C 2.49 -0.60 -3.80
C 2.42 -2.12 -3.66
C 0.96 -2.40 -3.95
H 2.35 -0.11 -2.83
H 3.46 -0.25 -4.15
H 2.76 -2.52 -2.69
H 3.09 -2.67 -4.33
H 0.33 -2.20 -3.07
H 0.76 -3.40 -4.33
O 1.97 2.31 1.22
C 1.61 3.30 0.63
O 1.26 3.24 -0.65
C 0.93 4.59 -1.16
C 1.61 5.53 -0.17
C 1.57 4.72 1.12
H -0.16 4.66 -1.13
H 1.33 4.64 -2.17
H 1.12 6.50 -0.04
H 2.63 5.77 -0.46
H 0.67 4.90 1.71
H 2.38 4.95 1.81
C -0.79 -3.08 1.83
Cl 0.56 -3.86 2.67
Cl -2.35 -3.59 2.47
H -0.75 -2.01 2.00
H -0.69 -3.33 0.78
C -3.37 2.27 -1.73
Br -2.86 3.01 -0.04
Br -2.19 2.81 -3.13
Br -5.19 2.63 -2.12
H -3.31 1.19 -1.65
C -3.78 -2.64 -3.26
Br -4.45 -3.10 -1.51
Br -3.70 -0.74 -3.52
Br -4.76 -3.51 -4.64
H -2.77 -3.00 -3.30
```

Properties
<S²>: 0.75
HOMO-LUMO gap (spin up / spin down), eV: 8.71 / 6.95
Molar mass, g/mol: 957.27
Total charge: +1
Multiplicity: 2

(9)
Computed, not measured: a structure of composition C17H27Br6N7O10 at a distorted geometry, with the ωB97M-V functional and the def2-TZVPD basis.

```
67
C17H27Br6N7O10 the ωB97M-V functional and the def2-TZVPD basis
C -3.48 1.29 -0.43
N -4.05 0.55 -1.67
O -5.26 0.32 -1.73
O -3.26 0.19 -2.50
H -3.95 0.75 0.43
H -3.77 2.32 -0.52
H -2.37 1.23 -0.41
C 4.50 -0.58 3.90
N 3.27 -0.10 3.30
O 3.27 1.07 2.90
O 2.33 -0.87 3.13
H 5.26 0.17 3.74
H 4.70 -1.60 3.58
H 4.27 -0.48 4.98
C 1.81 3.94 1.80
N 1.45 3.71 0.42
O 0.42 3.12 0.06
O 2.24 4.19 -0.40
H 1.46 3.13 2.42
H 1.37 4.90 2.12
H 2.90 3.91 1.72
C 1.10 -0.55 0.06
N -0.11 -1.35 0.25
O -0.27 -1.85 1.37
O -0.77 -1.60 -0.73
H 1.98 -1.19 0.09
H 1.11 0.16 0.88
H 0.98 -0.02 -0.87
C -3.51 -3.24 0.99
N -4.46 -2.31 1.59
O -4.77 -2.45 2.78
O -4.79 -1.42 0.87
H -3.04 -3.70 1.86
H -2.85 -2.74 0.31
H -4.11 -3.96 0.46
N -0.09 -0.22 -6.99
C -1.23 0.02 -6.35
C -1.51 -0.48 -5.10
C -0.60 -1.38 -4.53
C 0.58 -1.68 -5.23
C 0.80 -1.09 -6.47
H -1.93 0.69 -6.85
H -2.37 -0.30 -4.55
H -0.83 -1.88 -3.59
H 1.31 -2.38 -4.82
H 1.73 -1.29 -7.03
N -0.69 2.35 5.68
C -0.66 1.22 4.93
C -0.91 1.20 3.60
C -1.13 2.46 2.95
C -1.15 3.62 3.65
C -0.93 3.49 5.06
H -0.72 0.25 5.46
H -0.94 0.34 2.97
H -1.34 2.53 1.89
H -1.35 4.53 3.13
H -0.95 4.40 5.74
C 0.19 -5.18 -2.11
Br 0.08 -6.46 -0.71
Br 1.64 -4.05 -1.89
Br -1.46 -4.40 -2.56
H 0.53 -5.69 -2.99
C 4.74 0.87 -2.04
Br 4.53 1.11 -0.18
Br 6.16 -0.34 -2.37
Br 5.00 2.47 -3.03
H 3.89 0.35 -2.43
```

Properties
HOMO-LUMO gap, eV: 8.72
Molar mass, g/mol: 968.87
Multiplicity: 1

| no. | E_tot (hartree) |
| --- | --- |
| 1 | -4327.49437 |
| 2 | -847.55198 |
| 3 | -1396.86070 |
| 4 | -1615.90160 |
| 5 | -813.71477 |
| 6 | -1114.63199 |
| 7 | -2576.61796 |
| 8 | -19195.31040 |
| 9 | -17243.19914 |